The following is a DFT calculation (ωB97M-V/def2-TZVPD) of an isolated molecule of C7H13NO4 at a distorted geometry.

Structure (XYZ):
```
25
Properties=species:S:1:pos:R:3
O -0.79 2.03 0.72
O 1.19 -1.42 0.64
O -0.40 1.19 2.76
O 2.99 -2.26 -0.41
N 1.37 -1.20 -1.68
C 0.69 3.00 -0.89
C -0.88 1.03 1.65
C -1.74 -0.17 1.34
C 1.90 -1.71 -0.48
C 0.00 1.73 -0.44
C -0.11 -2.03 0.71
C -1.26 -1.15 0.27
H -2.71 0.21 1.02
H 2.00 -1.50 -2.41
H -2.09 -1.81 0.07
H 0.47 -1.60 -1.88
H 0.75 0.98 -0.23
H -0.25 -2.34 1.73
H -1.06 -0.63 -0.66
H -1.89 -0.70 2.27
H -0.65 1.38 -1.23
H -0.09 -2.94 0.12
H 0.04 3.85 -0.74
H 0.95 2.91 -1.94
H 1.59 3.14 -0.31
```

Values from the calculation:
Energy above the lowest of the compared OMol25 structures with the same formula, charge and spin in kJ/mol: 0.0
Maximum force in eV Å⁻¹: 2.04
SMILES string: CCOC(=O)CCCOC(N)=O
Frontier orbital gap in eV: 10.7
HOMO energy in eV: -10.24
Spin multiplicity: 1
Energy in eV: -17149.6598

Charges computed using natural (NBO), reported in e: number 1, O, carries -0.55; number 2, O, carries -0.53; number 3, O, carries -0.54; number 4, O, carries -0.57; number 5, N, carries -0.86; number 6, C, carries -0.62; number 7, C, carries 0.81; number 8, C, carries -0.52; number 9, C, carries 0.89; number 10, C, carries -0.07; number 11, C, carries -0.07; number 12, C, carries -0.43; number 13, H, carries 0.23; number 14, H, carries 0.39; number 15, H, carries 0.22; number 16, H, carries 0.38; number 17, H, carries 0.20; number 18, H, carries 0.21; number 19, H, carries 0.21; number 20, H, carries 0.23; number 21, H, carries 0.16; number 22, H, carries 0.18; number 23, H, carries 0.22; number 24, H, carries 0.21; number 25, H, carries 0.21